No. 1
{"formula": "C32H86Cl2FIN3O14P2", "method": "ωB97M-V/def2-TZVPD", "lumo_ev": -3.658, "gap_ev": 7.26, "total_energy_ev": -122142.8679, "charge": 1, "multiplicity": 1, "elements": ["C", "C", "N", "C", "N", "I", "C", "C", "C", "C", "C", "C", "P", "C", "O", "C", "C", "Cl", "C", "C", "Cl", "P", "C", "O", "N", "C", "C", "C", "C", "O", "C", "C", "F", "H", "H", "H", "H", "H", "H", "H", "H", "H", "H", "H", "H", "H", "H", "H", "H", "H", "H", "H", "H", "H", "H", "H", "H", "H", "H", "H", "H", "H", "H", "H", "H", "H", "H", "H", "H", "H", "H", "H", "H", "H", "H", "C", "O", "H", "H", "H", "H", "C", "O", "H", "H", "H", "H", "C", "O", "H", "H", "H", "H", "C", "O", "H", "H", "H", "H", "C", "O", "H", "H", "H", "H", "C", "O", "H", "H", "H", "H", "C", "O", "H", "H", "H", "H", "C", "O", "H", "H", "H", "H", "C", "O", "H", "H", "H", "H", "C", "O", "H", "H", "H", "H", "C", "O", "H", "H", "H", "H"], "coordinates": [[-3.2770, 2.2723, -1.4950], [-2.4171, 1.2873, -2.2987], [-2.0202, 0.0874, -1.5433], [-0.8493, -0.0449, -0.9973], [0.1830, 0.8252, -0.9572], [0.1088, 2.8354, -0.8023], [1.3712, 0.0362, -1.4626], [2.6577, 0.7951, -1.1446], [3.9921, 0.0739, -1.3731], [5.0579, 1.0456, -1.8764], [5.2032, 2.2366, -0.9211], [6.3943, 0.3033, -1.9599], [1.1959, 0.3812, -3.3370], [2.6263, -0.3845, -4.1965], [-0.0601, -0.5475, -3.9027], [1.0326, -1.3823, -0.7827], [1.1554, -2.5963, -1.8463], [-0.4218, -3.4392, -2.0667], [2.2269, -3.6971, -1.6098], [3.6791, -3.2495, -1.7719], [2.0264, -4.9223, -2.9539], [2.2334, -1.8107, 0.6180], [2.1536, -0.4143, 1.8211], [1.4660, -3.0307, 1.4385], [-0.4345, -1.2405, -0.3702], [-0.7588, -1.0498, 1.0620], [-2.2507, -1.0001, 1.3925], [-2.4008, -0.6485, 2.8840], [-3.7924, -0.9420, 3.4327], [-4.6648, 0.1716, 3.2666], [-2.9943, -0.9923, -1.5206], [-3.3586, -1.5253, -2.8891], [-4.1419, -0.4755, -0.9254], [-4.3239, 2.1437, -1.7568], [-3.0151, 3.2926, -1.7609], [-3.1792, 2.1235, -0.4251], [-2.9868, 0.9432, -3.1574], [-1.5245, 1.7433, -2.7177], [2.6542, 1.2468, -0.1568], [2.6559, 1.6463, -1.8386], [3.8993, -0.7717, -2.0378], [4.3494, -0.3322, -0.4234], [4.7987, 1.3805, -2.8827], [6.1765, 2.7029, -1.0462], [4.4458, 3.0050, -1.0739], [5.1575, 1.8637, 0.1025], [6.7434, 0.0843, -0.9505], [6.2468, -0.6463, -2.4772], [7.1242, 0.9062, -2.4889], [2.3453, -0.3834, -5.2483], [3.4682, 0.2856, -4.0531], [2.8536, -1.3890, -3.8679], [0.2439, -1.3499, -4.3356], [1.3821, -2.2197, -2.8323], [2.0631, -4.2869, -0.7159], [3.7425, -2.6417, -2.6666], [4.0527, -2.7255, -0.9034], [4.3053, -4.1143, -1.9538], [1.6407, 0.4666, 1.4519], [3.1870, -0.1341, 2.0167], [1.7019, -0.7548, 2.7494], [0.6426, -3.3365, 1.0474], [-0.3154, -0.1508, 1.4816], [-0.3695, -1.8677, 1.6536], [-2.6825, -1.9868, 1.2244], [-2.7765, -0.2308, 0.8319], [-1.6271, -1.1484, 3.4664], [-2.2576, 0.4294, 2.9738], [-3.7097, -1.0943, 4.5035], [-4.2175, -1.8472, 3.0043], [-5.0082, 0.1903, 2.3714], [-2.6533, -1.7961, -0.8821], [-4.1208, -0.8920, -3.3381], [-3.7784, -2.5179, -2.7608], [-2.4968, -1.5768, -3.5447], [-4.6676, -4.5943, 4.2688], [-4.3487, -3.5257, 5.1598], [-5.0104, -4.1562, 3.3337], [-3.7886, -5.2137, 4.0715], [-5.4654, -5.2173, 4.6780], [-4.0540, -3.9138, 5.9870], [6.9809, -5.2449, -2.7731], [6.8171, -3.8308, -2.6724], [6.0024, -5.6707, -2.9835], [7.6594, -5.5090, -3.5870], [7.3564, -5.6687, -1.8389], [7.6778, -3.4478, -2.4881], [3.2935, 2.6297, -6.6344], [4.0459, 2.3616, -5.4495], [2.5841, 1.8154, -6.7598], [2.7410, 3.5669, -6.5460], [3.9392, 2.6717, -7.5133], [4.6742, 3.0801, -5.3320], [-5.8785, 3.7713, 3.8179], [-6.5715, 2.6439, 3.2889], [-6.5764, 4.6039, 3.8186], [-5.5573, 3.5832, 4.8440], [-5.0120, 4.0322, 3.2024], [-5.9680, 1.8967, 3.2958], [-7.4986, -2.3302, -0.8632], [-7.2517, -0.9356, -1.0019], [-8.5622, -2.4534, -0.6800], [-7.2366, -2.8762, -1.7742], [-6.9477, -2.7517, -0.0172], [-6.3146, -0.8140, -1.1631], [7.6993, 4.9083, 0.8887], [7.2622, 3.6233, 1.3362], [8.3966, 4.7511, 0.0687], [6.8484, 5.4937, 0.5425], [8.2131, 5.4431, 1.6917], [6.6525, 3.7678, 2.0631], [3.7856, 6.3307, 0.0363], [4.9549, 6.6419, 0.7849], [3.3477, 5.4394, 0.4810], [3.0557, 7.1430, 0.0803], [4.0263, 6.1215, -1.0100], [5.3470, 7.4314, 0.4025], [7.0286, 0.4388, -5.6561], [6.4132, 1.5395, -4.9922], [8.0345, 0.3418, -5.2559], [6.4848, -0.4922, -5.4713], [7.0940, 0.6097, -6.7330], [5.5202, 1.6299, -5.3414], [-9.4197, 4.5405, 5.6133], [-8.4844, 3.4683, 5.6660], [-9.3619, 5.0702, 6.5604], [-9.1794, 5.2358, 4.8043], [-10.4398, 4.1730, 5.4767], [-8.5214, 2.9983, 4.8265], [-0.3996, -4.9392, 4.6675], [-1.1010, -6.0657, 4.1451], [-1.0759, -4.0872, 4.6345], [-0.0994, -5.1139, 5.7032], [0.4869, -4.7202, 4.0652], [-0.5073, -6.8191, 4.1827], [-9.4350, 0.3365, 6.2605], [-8.4143, 0.5667, 7.2206], [-9.8250, -0.6650, 6.4250], [-10.2444, 1.0620, 6.3785], [-9.0340, 0.4013, 5.2440], [-8.0857, 1.4593, 7.0695]]}



No. 2
{"formula": "C32H87N5O9", "method": "ωB97M-V/def2-TZVPD", "smiles": "COC[C@H](C)N.COC[C@H](C)N.COC[C@H](C)N.COC[C@H](C)N.COC[C@H](C)N.CC(C)O.CC(C)O.CC(C)O.CC(C)O", "lumo_ev": 0.338, "gap_ev": 9.34, "total_energy_ev": -60468.2201, "multiplicity": 1, "de_lowest_kj_mol": 157.8, "elements": ["C", "O", "C", "C", "C", "N", "H", "H", "H", "H", "H", "H", "H", "H", "H", "H", "H", "C", "O", "C", "C", "C", "N", "H", "H", "H", "H", "H", "H", "H", "H", "H", "H", "H", "C", "O", "C", "C", "C", "N", "H", "H", "H", "H", "H", "H", "H", "H", "H", "H", "H", "C", "O", "C", "C", "C", "N", "H", "H", "H", "H", "H", "H", "H", "H", "H", "H", "H", "C", "O", "C", "C", "C", "N", "H", "H", "H", "H", "H", "H", "H", "H", "H", "H", "H", "C", "C", "C", "O", "H", "H", "H", "H", "H", "H", "H", "H", "C", "C", "C", "O", "H", "H", "H", "H", "H", "H", "H", "H", "C", "C", "C", "O", "H", "H", "H", "H", "H", "H", "H", "H", "C", "C", "C", "O", "H", "H", "H", "H", "H", "H", "H", "H"], "coordinates": [[2.2931, -24.5819, 12.7423], [1.6957, -23.4017, 13.2263], [0.8777, -23.5758, 14.3537], [0.4184, -22.2058, 14.7892], [1.4511, -21.0883, 15.1076], [-0.3642, -22.3472, 16.0212], [1.7043, -25.1779, 12.0449], [2.6301, -25.2157, 13.5625], [3.1286, -24.2495, 12.1263], [0.0316, -24.1790, 14.0245], [1.4231, -24.0692, 15.1581], [-0.1490, -21.8200, 13.9423], [0.9442, -20.1609, 15.3745], [2.2023, -20.9138, 14.3373], [2.0439, -21.3864, 15.9724], [-0.9470, -23.1572, 15.8654], [0.3156, -22.6612, 16.6989], [1.4111, -20.5119, 11.1193], [0.3720, -20.6046, 10.1798], [-0.0010, -21.9698, 9.8968], [-0.9971, -22.5331, 10.9832], [-1.4332, -23.9432, 10.7289], [-2.1936, -21.6904, 10.9586], [1.6570, -19.4530, 11.1983], [2.3036, -20.9725, 10.6957], [1.1065, -20.9520, 12.0689], [-0.4113, -21.9794, 8.8871], [0.8691, -22.6222, 9.8227], [-0.4556, -22.3636, 11.9138], [-0.5712, -24.5386, 10.4283], [-2.2037, -24.1304, 9.9810], [-1.6847, -24.3843, 11.6934], [-2.5913, -21.7154, 10.0305], [-1.8688, -20.7351, 11.0041], [10.3438, -24.8447, 9.5770], [9.8877, -26.1807, 9.3942], [9.2194, -26.3751, 8.1395], [7.7823, -25.7651, 8.0613], [6.8394, -26.1594, 9.1274], [7.2913, -26.1116, 6.7579], [9.4927, -24.1709, 9.4784], [11.0453, -24.4658, 8.8338], [10.7741, -24.6529, 10.5600], [9.8666, -26.1800, 7.2844], [9.0604, -27.4534, 8.1321], [7.9279, -24.6849, 8.0701], [6.6351, -27.2294, 9.1635], [5.8938, -25.6447, 8.9569], [7.1562, -25.8257, 10.1155], [6.3294, -25.8050, 6.7273], [7.2075, -27.1175, 6.7233], [7.2139, -14.0603, 7.9374], [6.3751, -14.2382, 9.0799], [6.2615, -15.5725, 9.5340], [5.5064, -15.8164, 10.8500], [5.5538, -17.3021, 11.2950], [4.1043, -15.4274, 10.6027], [7.2209, -12.9890, 7.7365], [6.8134, -14.4936, 7.0209], [8.2248, -14.4018, 8.1599], [5.9114, -16.2580, 8.7623], [7.3132, -15.8311, 9.6572], [5.8165, -15.2678, 11.7394], [5.1361, -17.4049, 12.2966], [6.5702, -17.6943, 11.2637], [4.8690, -17.8686, 10.6640], [3.7155, -15.9112, 9.8058], [4.1726, -14.4395, 10.4043], [8.6622, -20.3115, 19.7306], [7.5810, -20.8618, 18.9623], [6.8111, -19.7805, 18.3430], [5.4914, -20.3081, 17.6626], [5.0298, -19.5485, 16.3941], [4.4695, -20.2137, 18.6999], [9.3545, -21.1082, 20.0029], [8.3281, -19.7703, 20.6158], [9.2617, -19.6410, 19.1149], [6.4734, -19.0237, 19.0510], [7.3810, -19.2068, 17.6121], [5.5434, -21.3538, 17.3596], [4.7662, -18.5091, 16.5897], [4.1871, -20.1010, 15.9786], [5.7569, -19.5961, 15.5835], [4.3371, -19.2507, 18.9741], [4.9098, -20.7535, 19.4312], [8.4069, -20.7399, 14.7951], [9.2532, -20.8833, 13.5378], [9.2219, -22.2987, 12.9366], [8.7020, -19.9979, 12.5970], [8.3352, -19.6826, 15.0499], [8.7940, -21.3310, 15.6251], [7.3652, -20.9940, 14.5989], [10.2729, -20.5201, 13.6660], [9.7258, -22.3537, 11.9717], [8.2129, -22.7071, 12.8810], [9.7631, -22.9643, 13.6092], [8.0594, -20.4136, 12.0174], [2.4413, -15.7723, 15.2229], [2.8902, -16.3837, 13.8743], [2.4662, -17.8458, 13.7167], [2.3370, -15.6620, 12.8618], [2.1223, -14.7313, 15.2746], [3.1846, -15.9720, 15.9948], [1.5588, -16.3406, 15.5166], [3.9774, -16.4472, 13.8273], [3.1900, -18.4349, 13.1535], [1.5552, -18.0588, 13.1575], [2.3696, -18.3447, 14.6810], [2.9029, -15.5382, 12.0962], [5.1390, -22.7222, 10.3610], [5.3762, -21.3527, 11.0579], [5.0062, -21.4324, 12.5679], [6.7720, -21.0639, 11.0028], [5.6323, -23.5233, 10.9114], [5.6296, -22.8707, 9.3990], [4.0866, -22.9882, 10.2629], [4.7677, -20.6156, 10.5340], [4.9709, -20.4517, 13.0422], [5.7019, -22.0391, 13.1477], [4.0410, -21.8764, 12.8117], [7.0939, -20.8947, 10.1144], [7.1553, -21.8635, 6.8424], [7.7879, -20.6230, 7.4958], [6.7892, -19.4486, 7.7590], [8.4222, -21.1401, 8.6767], [6.0892, -22.0254, 7.0016], [7.6340, -22.8312, 6.9923], [7.2424, -21.7842, 5.7588], [8.5653, -20.3024, 6.8023], [6.6098, -18.8625, 6.8577], [7.2412, -18.6527, 8.3510], [5.8076, -19.6979, 8.1620], [9.0902, -20.5005, 8.9344]]}



No. 3
{"formula": "C32H88F4N10O16PbS4", "method": "ωB97M-V/def2-TZVPD", "lumo_ev": -1.049, "gap_ev": 7.20, "total_energy_ev": -141721.3112, "multiplicity": 1, "de_lowest_kj_mol": 0.0, "elements": ["Pb", "N", "S", "O", "O", "F", "S", "O", "O", "F", "N", "S", "O", "O", "F", "S", "O", "O", "F", "C", "C", "C", "O", "C", "N", "H", "H", "H", "H", "H", "H", "H", "H", "H", "H", "H", "C", "C", "C", "O", "C", "N", "H", "H", "H", "H", "H", "H", "H", "H", "H", "H", "H", "C", "C", "C", "O", "C", "N", "H", "H", "H", "H", "H", "H", "H", "H", "H", "H", "H", "C", "C", "C", "O", "C", "N", "H", "H", "H", "H", "H", "H", "H", "H", "H", "H", "H", "C", "C", "C", "O", "C", "N", "H", "H", "H", "H", "H", "H", "H", "H", "H", "H", "H", "C", "C", "C", "O", "C", "N", "H", "H", "H", "H", "H", "H", "H", "H", "H", "H", "H", "C", "C", "C", "O", "C", "N", "H", "H", "H", "H", "H", "H", "H", "H", "H", "H", "H", "C", "C", "C", "O", "C", "N", "H", "H", "H", "H", "H", "H", "H", "H", "H", "H", "H"], "coordinates": [[2.3084, 0.3669, -3.5904], [4.6400, 0.7867, -3.5816], [5.8102, 0.6801, -2.5738], [6.2675, 1.8689, -1.8574], [6.8264, -0.3685, -2.8021], [4.8874, -0.0321, -1.4482], [5.5978, 1.8539, -4.5485], [6.8283, 1.2455, -5.1983], [5.7296, 3.2238, -4.0816], [4.5685, 2.1139, -5.7401], [1.2580, 0.7535, -1.4422], [1.8425, 0.2955, 0.0487], [2.3974, -1.0782, 0.0287], [1.2953, 0.8176, 1.3198], [3.1583, 1.1815, -0.0949], [-0.1216, 1.1798, -1.1184], [-0.2257, 2.5779, -0.6874], [-1.0372, 0.2524, -0.5007], [-0.6409, 1.2062, -2.6497], [2.8267, 0.1926, 5.6111], [2.3373, -1.1197, 5.0841], [1.1063, -1.6960, 5.7935], [1.4474, -2.1682, 7.1143], [0.2788, -2.3775, 7.8876], [2.0173, -0.9445, 3.6906], [3.6069, 0.7508, 5.0936], [3.1456, 0.1357, 6.6518], [1.9046, 0.7697, 5.6811], [3.0785, -1.9182, 5.1183], [0.6757, -2.5352, 5.2473], [0.3770, -0.8864, 5.7648], [-0.1278, -3.3489, 7.6064], [-0.5091, -1.6336, 7.7690], [0.5783, -2.4887, 8.9298], [2.7684, -0.4312, 3.2520], [1.2476, -0.3134, 3.5189], [-3.7182, 2.6694, -3.2674], [-4.4699, 3.4160, -2.1519], [-3.4843, 3.8222, -1.0118], [-4.2561, 4.1469, 0.1240], [-4.6468, 3.0161, 0.8670], [-5.1694, 4.5312, -2.7579], [-4.3221, 2.3580, -4.1197], [-3.3194, 1.7205, -2.9090], [-2.9906, 3.2783, -3.8041], [-5.1913, 2.6701, -1.8182], [-2.8623, 4.6434, -1.3680], [-2.7632, 3.0312, -0.8056], [-5.4246, 2.3715, 0.4576], [-4.9575, 3.3935, 1.8413], [-3.7538, 2.4147, 1.0369], [-5.5741, 4.9567, -1.9361], [-5.9228, 4.1148, -3.2861], [6.7899, -1.7427, 0.8380], [5.8211, -1.2190, 1.9646], [5.5975, 0.3147, 2.0090], [4.4511, 0.6492, 2.8793], [4.1633, 2.0401, 2.9063], [4.5399, -1.9797, 1.8921], [7.0368, -2.8044, 0.8491], [7.7712, -1.2684, 0.8468], [6.3206, -1.4807, -0.1103], [6.1797, -1.4490, 2.9679], [5.3394, 0.6692, 1.0111], [6.4324, 0.8914, 2.4070], [3.2633, 2.1549, 3.5105], [4.0656, 2.5581, 1.9523], [4.9501, 2.6136, 3.3965], [3.9154, -1.7469, 2.6510], [4.1030, -1.6096, 1.0601], [1.9803, -4.1160, -2.3486], [1.7412, -2.8593, -3.0642], [0.3379, -2.2101, -2.6905], [-0.1394, -1.3027, -3.6480], [-0.6939, -1.8093, -4.8546], [2.8502, -1.9770, -2.7204], [1.2813, -4.8292, -2.7854], [1.9132, -4.1974, -1.2638], [2.9160, -4.5497, -2.7017], [1.6941, -3.1513, -4.1133], [0.5720, -1.6265, -1.8001], [-0.4347, -2.9429, -2.4576], [-1.2443, -0.9404, -5.2152], [-1.4577, -2.5833, -4.7793], [0.0417, -2.1183, -5.5973], [2.8967, -1.8534, -1.7190], [3.7136, -2.4493, -2.9476], [-3.3221, -1.3460, -1.3181], [-4.3751, -2.5041, -1.7000], [-5.8226, -2.0330, -1.8774], [-6.8387, -3.0388, -1.5818], [-8.1854, -2.5586, -1.4785], [-3.7147, -3.0482, -2.8724], [-3.1508, -0.6471, -2.1369], [-2.4013, -1.8890, -1.1054], [-3.6265, -0.8322, -0.4062], [-4.3986, -3.2588, -0.9139], [-6.0033, -1.5741, -2.8495], [-5.9311, -1.2221, -1.1572], [-8.7870, -3.4672, -1.5042], [-8.4498, -1.9422, -2.3378], [-8.4352, -2.0475, -0.5488], [-4.3122, -3.8109, -3.1575], [-2.9648, -3.6595, -2.5823], [-4.0750, 3.7896, 5.2588], [-3.2496, 2.5235, 4.7760], [-2.1052, 2.8609, 3.8106], [-2.5600, 3.7526, 2.8370], [-1.5288, 4.3929, 2.1095], [-2.7242, 1.9325, 6.0014], [-4.4385, 4.2556, 4.3429], [-3.4323, 4.4480, 5.8431], [-4.9396, 3.5264, 5.8682], [-3.9083, 1.8065, 4.2859], [-1.7253, 1.9345, 3.3798], [-1.2875, 3.2881, 4.3912], [-1.9830, 5.3243, 1.7713], [-1.1050, 3.8439, 1.2686], [-0.7148, 4.6253, 2.7962], [-3.4860, 1.8452, 6.6588], [-2.0678, 2.6033, 6.3746], [-0.5173, 3.3174, -6.1768], [0.7669, 2.7940, -5.5023], [1.1069, 3.5526, -4.1514], [2.2966, 2.9564, -3.6131], [3.0058, 3.6659, -2.6868], [0.5335, 1.3356, -5.2846], [-1.3375, 3.4142, -5.4655], [-0.8483, 2.8591, -7.1087], [-0.3727, 4.3727, -6.4081], [1.5680, 2.9531, -6.2241], [0.3134, 3.3870, -3.4227], [1.1231, 4.6347, -4.2815], [2.3741, 4.0796, -1.9007], [3.5419, 4.4207, -3.2621], [3.6666, 2.9632, -2.1792], [0.3589, 0.8703, -6.1638], [-0.3226, 1.2712, -4.7526], [-0.6924, -2.7456, 1.2792], [0.1181, -3.7986, 2.0384], [0.0517, -5.1416, 1.2988], [-1.2891, -5.4737, 0.9919], [-1.5299, -6.9247, 0.8862], [1.4575, -3.3428, 2.0686], [-1.7358, -3.0502, 1.1975], [-0.2283, -2.6490, 0.2977], [-0.7028, -1.7726, 1.7704], [-0.2507, -3.9307, 3.0555], [0.5043, -5.9672, 1.8479], [0.6360, -5.1037, 0.3794], [-1.1953, -7.4154, 1.8002], [-0.9439, -7.2667, 0.0331], [-2.5898, -7.1521, 0.7720], [1.7288, -2.9479, 1.1794], [1.4222, -2.5802, 2.7299]]}